The following is a DFT calculation (ωB97M-V with the def2-TZVPD basis set) of a single C5H12N2 molecule.

The value obtained for the energy above the lowest of the compared OMol25 structures with the same formula, charge and spin is 135.4 kJ/mol. Its structure (SMILES) is C/C(=C\N)CCN. Its HOMO-LUMO gap is 0.3228 hartree. As for the LUMO energy: 1.0 eV.

Last column: Löwdin charge in e.
Cartesian coordinates (Å):
C1 -0.3121 -1.2698 1.1620  -0.08
C2 0.3694 -0.1318 0.4557  -0.32
C3 1.5118 0.3042 0.9936  -0.17
N1 2.3619 -0.3854 1.8841  0.03
C4 -0.0994 0.2441 -0.9143  -0.18
C5 -1.6043 0.5377 -0.9731  -0.28
N2 -1.9723 0.9509 -2.3463  -0.03
H1 -0.4062 -2.1715 0.5409  0.08
H2 0.0802 -1.6190 2.1180  0.07
H3 -1.3447 -1.0336 1.4121  0.07
H4 1.9803 1.2335 0.6694  0.11
H5 3.3163 -0.1615 1.6563  0.07
H6 2.2229 -1.3837 1.8711  0.07
H7 0.3593 1.2240 -1.0998  0.11
H8 0.2010 -0.4362 -1.7154  0.12
H9 -1.7294 1.4737 -0.4289  0.11
H10 -2.2376 -0.2694 -0.6088  0.10
H11 -2.9676 0.8433 -2.5124  0.06
H12 -1.5217 0.4297 -3.0896  0.05



The following is a DFT calculation (ωB97M-V with the def2-TZVPD basis set) of a molecular structure, C22H19BrMnN7O4.

The value obtained for the energy above the lowest of the compared OMol25 structures with the same formula, charge and spin is 26.3 kJ/mol. As for the net charge: +1. Its expectation value of S² is 8.75. Its multiplicity is 6. Its HOMO-LUMO gap (alpha / beta) is 0.2813 / 0.2805 hartree. As for the LUMO energy (alpha / beta): -3.0 / -3.1 eV.

Last column: Mulliken spin population.
Cartesian coordinates (Å):
Mn1 0.1887 0.3616 0.0575  4.78
N1 4.3379 -0.5209 -1.5111  0.00
C1 3.1695 0.0495 -1.2020  0.02
N2 2.0989 -0.6149 -0.9018  0.02
C2 2.1579 -1.9896 -0.7940  0.01
N3 1.1977 -2.6790 -0.2561  -0.01
N4 0.2177 -1.8660 0.2665  0.02
C3 -0.7313 -2.4454 0.8829  0.01
C4 -1.7496 -1.6061 1.5303  0.02
C5 -2.7748 -2.1725 2.2691  0.00
C6 -3.6762 -1.3317 2.9092  0.00
C7 -3.5115 0.0342 2.7968  0.00
C8 -2.4584 0.5177 2.0322  0.01
N5 -1.6035 -0.2756 1.3990  0.04
C9 3.3486 -2.6821 -1.2848  0.00
C10 3.4375 -4.0728 -1.3871  0.00
C11 4.6068 -4.6614 -1.8131  0.00
C12 5.7126 -3.8687 -2.1359  0.00
C13 5.6460 -2.4962 -2.0397  0.00
C14 4.4580 -1.9054 -1.6165  0.00
H1 5.1372 0.0632 -1.6986  0.00
H2 3.1278 1.1312 -1.2224  0.00
H3 -0.7692 -3.5290 0.9653  0.00
H4 -2.8515 -3.2482 2.3480  0.00
H5 -4.4858 -1.7431 3.4971  0.00
H6 -4.1783 0.7236 3.2947  0.00
H7 -2.2834 1.5808 1.9309  0.00
H8 2.5743 -4.6647 -1.1173  0.00
H9 4.6750 -5.7372 -1.8929  0.00
H10 6.6317 -4.3340 -2.4650  0.00
H11 6.5013 -1.8804 -2.2888  0.00
Br1 -3.0609 2.6249 -0.8193  0.00
C15 -1.4982 3.5164 -0.1565  0.02
C16 -1.5099 4.8998 -0.1475  0.00
C17 -0.3883 5.5298 0.3672  0.00
C18 0.6602 4.7631 0.8374  0.00
C19 0.5685 3.3841 0.7822  0.01
N6 -0.5125 2.7598 0.2834  -0.01
C20 1.7276 2.5215 1.2918  0.00
O1 2.7351 3.1041 1.6482  0.01
O2 1.5200 1.2588 1.2754  0.04
H12 -2.3646 5.4467 -0.5161  0.00
H13 -0.3431 6.6104 0.4017  0.00
H14 1.5634 5.1880 1.2511  0.00
N7 -1.9879 1.3803 -3.8820  0.00
C21 -0.6248 2.0047 -3.8527  0.00
C22 0.0474 1.5229 -2.5512  -0.04
O3 1.1045 2.0342 -2.2255  0.01
O4 -0.6185 0.6088 -1.9555  0.04
H15 -2.7152 2.0482 -3.6301  0.00
H16 -1.9063 0.6901 -3.0885  0.00
H17 -2.2222 0.9284 -4.7615  0.00
H18 -0.7034 3.0869 -3.8753  0.00
H19 -0.0533 1.6674 -4.7138  0.00



The following is a DFT calculation (ωB97M-V with the def2-TZVPD basis set) of a molecular structure, C41H28F6HgIN4O7PS4.

The value obtained for the energy above the lowest of the compared OMol25 structures with the same formula, charge and spin is 393.8 kJ/mol. As for the net charge: -1. Its expectation value of S² is 0.78. Its multiplicity is 2. Its HOMO-LUMO gap (alpha / beta) is 0.1506 / 0.2092 hartree. As for the LUMO energy (alpha / beta): 1.6 / 1.6 eV.

Last column: Mulliken spin population.
Cartesian coordinates (Å):
Hg1 0.9081 0.8474 -1.1122  0.03
F1 3.9235 1.0845 0.2882  0.00
C1 4.6985 1.5240 -0.7060  0.00
F2 5.0772 0.5056 -1.4559  0.00
F3 5.7731 2.1113 -0.1829  0.00
S1 3.7612 2.7361 -1.7276  0.00
O1 2.6301 1.9864 -2.2658  0.00
O2 4.6921 3.2629 -2.6690  0.00
N1 3.3426 3.7375 -0.5806  0.00
S2 1.9006 4.3588 -0.4746  0.00
O3 1.7253 5.6175 -1.1316  0.00
O4 0.8130 3.3989 -0.6076  0.00
C2 1.9443 4.7421 1.3262  0.00
F4 2.2576 3.6563 2.0364  0.00
F5 0.7359 5.1575 1.7093  0.00
F6 2.8268 5.6965 1.5919  0.00
I1 -1.2143 1.8948 -2.8465  -0.01
C3 -3.2345 1.8639 -2.2036  0.00
C4 -3.8042 3.0994 -2.2645  0.00
C5 -5.2001 3.2493 -2.1334  0.00
C6 -5.9810 2.1424 -2.0302  0.00
C7 -5.4074 0.8489 -1.9548  0.00
C8 -6.2511 -0.2856 -1.9206  0.01
C9 -5.7280 -1.5393 -1.8537  0.00
C10 -4.3387 -1.6987 -1.6943  0.02
C11 -3.4762 -0.6340 -1.6748  0.01
P1 -1.7607 -0.9722 -1.0637  0.00
C12 -2.1504 -1.8610 0.5021  0.03
C13 -2.3887 -3.2296 0.6029  0.00
C14 -2.6834 -3.8037 1.8320  0.00
C15 -2.7312 -3.0218 2.9800  0.00
C16 -2.4790 -1.6599 2.8947  0.00
C17 -2.1914 -1.0882 1.6614  -0.02
C18 -1.1274 -2.2510 -2.1861  0.17
C19 -0.0902 -2.9977 -1.6232  0.53
C20 1.4207 -3.6013 -3.6253  0.26
C21 0.5063 -3.3809 -4.6041  -0.14
C22 -0.6960 -2.6082 -4.6216  0.24
C23 -1.3526 -2.0220 -3.5603  -0.16
C24 -3.9864 0.6780 -1.9331  -0.02
H1 -3.1842 3.9670 -2.4487  0.00
H2 -5.6376 4.2394 -2.1684  0.00
H3 -7.0616 2.2293 -2.0117  0.00
H4 -7.3244 -0.1352 -1.9613  0.00
H5 -6.3766 -2.4060 -1.8782  0.00
H6 -3.9253 -2.6915 -1.5664  0.00
H7 -2.3224 -3.8504 -0.2839  0.00
H8 -2.8752 -4.8686 1.8943  0.00
H9 -2.9563 -3.4763 3.9376  0.00
H10 -2.4969 -1.0431 3.7859  0.00
H11 -1.9907 -0.0228 1.5930  0.01
H12 -0.1009 -3.1652 -0.5538  0.05
H13 3.5288 -3.9139 -3.4977  0.01
H14 0.7587 -3.8222 -5.5672  0.00
H15 -1.1023 -2.4222 -5.6112  0.03
H16 -2.1898 -1.3738 -3.8041  -0.04
O5 1.2548 -0.6974 -2.9097  -0.01
C25 1.5904 -1.5462 -2.0651  0.02
N2 1.9939 -1.1513 -0.8132  0.03
S3 2.4226 -2.4305 0.1052  -0.01
O6 3.7958 -2.3126 0.5335  0.00
O7 1.4628 -2.6441 1.1665  0.00
C26 2.2456 -3.6512 -1.1814  0.07
C27 2.7294 -4.8760 -0.9926  0.00
C28 2.6201 -5.9747 -1.9472  0.02
C29 2.5606 -5.7920 -3.2672  0.00
C30 2.6541 -4.4343 -3.9089  0.00
C31 1.3481 -3.0486 -2.2308  -0.15
H17 3.2382 -5.0732 -0.0520  0.00
H18 2.6054 -6.9788 -1.5357  0.00
H19 2.4378 -6.6506 -3.9199  0.00
H20 2.7923 -4.5337 -4.9848  0.00
S4 -0.0056 2.0329 5.5852  0.00
C32 0.1590 1.6291 3.8559  0.00
C33 1.1036 0.7178 3.4185  0.00
C34 1.2192 0.4776 2.0583  0.00
N3 0.4403 1.0732 1.1626  0.00
C35 -0.4845 1.9322 1.5851  0.01
C36 -0.6582 2.2445 2.9182  0.00
C37 1.3385 3.2119 5.6624  0.00
C38 2.6536 2.7997 5.8056  0.00
C39 3.6460 3.7694 5.8353  0.00
N4 3.4062 5.0765 5.7431  0.00
C40 2.1378 5.4561 5.6029  0.00
C41 1.0713 4.5686 5.5580  0.00
H21 1.7462 0.1950 4.1131  0.00
H22 1.9526 -0.2240 1.6848  0.00
H23 -1.0936 2.3979 0.8197  0.00
H24 -1.4041 2.9669 3.2197  0.00
H25 2.9034 1.7512 5.8953  0.00
H26 4.6865 3.4836 5.9427  0.00
H27 1.9665 6.5239 5.5194  0.00
H28 0.0554 4.9218 5.4421  0.00